{"formula": "C4H13NS", "method": "ωB97M-V/def2-TZVPD", "symbols": ["C", "C", "N", "H", "H", "H", "H", "H", "H", "H", "C", "C", "S", "H", "H", "H", "H", "H", "H"], "coordinates": [[1.49104, -1.92623, -1.03929], [0.69448, -3.07084, -1.67558], [-0.60406, -3.22334, -1.01300], [1.70027, -2.09246, 0.00663], [2.44986, -1.65285, -1.47678], [0.80356, -1.07392, -1.03358], [0.71076, -2.90345, -2.75511], [1.26976, -3.97842, -1.47706], [-0.69208, -4.16825, -0.67205], [-1.35050, -3.01649, -1.66111], [0.88824, 2.47842, 2.01222], [-0.42202, 1.76060, 1.65979], [-1.10295, 2.13566, 0.02855], [0.91018, 3.28418, 1.27866], [1.75975, 1.92475, 1.65550], [0.98693, 2.63334, 3.07548], [-1.22343, 2.21966, 2.24671], [-0.42434, 0.68544, 1.83544], [-0.09061, 1.71523, -0.73968]], "forces_ev_per_a": [[-0.798, 0.645, 0.273], [1.521, -0.114, 0.829], [0.248, 0.272, -0.547], [-0.062, -0.421, 0.426], [-0.141, -0.142, -0.506], [0.341, 0.280, -0.160], [-0.591, -0.197, -0.009], [-0.017, -0.149, -0.354], [-0.314, -0.005, -0.105], [-0.190, -0.145, 0.171], [-0.050, -1.031, -1.883], [-0.333, 0.250, 0.403], [0.110, -0.060, -0.361], [0.054, 1.028, 1.053], [-0.045, -0.518, 0.312], [0.042, 0.663, 0.081], [0.099, -0.333, 0.326], [0.042, 0.075, 0.048], [0.084, -0.096, 0.001]], "mulliken_charge": [-1.008, -0.222, -0.542, 0.293, 0.351, 0.174, 0.278, 0.260, 0.222, 0.209, -0.938, -0.435, -0.217, 0.308, 0.267, 0.313, 0.269, 0.355, 0.064], "homo_lumo_gap_ev": 9.9, "e_above_lowest_ev": 0.648, "e_homo_ev": -8.9831}